Record 1
Here is a molecular structure, C36H59F5NbO16S at a distorted geometry from the OMol25 dataset. Energies are from ωB97M-V/def2-TZVPD.

Geometry as XYZ:
```
118
Properties=species:S:1:pos:R:3:forces:R:3
Nb 0.5471 0.5918 -0.7515 -6.0 -0.3 -2.0
S 1.0888 -0.8377 1.2475 -0.7 0.8 0.5
F 2.2307 2.2567 1.2366 0.5 -0.1 -3.2
F 4.7520 1.6786 -1.2112 -2.4 -1.4 2.5
F -1.0992 -0.7258 -1.1987 2.2 1.7 0.7
F 4.1659 0.6166 0.9732 -0.6 1.4 -3.7
F 2.3596 3.2258 -0.9471 0.5 -3.0 1.8
O 0.0089 1.7272 -2.4607 2.9 -2.1 1.2
O 7.4765 5.1269 11.0785 -0.9 0.1 -1.7
O 2.2756 -0.2822 -4.4214 -0.2 0.6 -2.4
O 0.2846 -1.6722 -7.3023 0.6 0.5 -2.3
O -7.2530 -0.3430 -0.4491 0.2 0.1 0.8
O -2.9891 0.1148 -4.8127 -1.4 -0.8 -2.3
O -4.0866 -2.3523 2.3375 4.0 -1.6 0.7
O -2.4039 -3.8565 3.4376 -3.8 3.9 -5.8
O 3.4241 6.4242 4.7264 0.7 -1.8 0.5
O 6.4225 4.6624 9.1026 0.4 0.2 0.9
O 2.1718 -7.5835 2.1013 -1.6 0.3 1.1
O 0.6069 -1.5182 -9.5613 -0.3 -0.1 0.6
O 4.0140 4.4199 5.6568 -0.4 0.8 -0.2
O -3.4942 -0.1577 -7.0266 0.2 0.2 0.4
O -6.7478 -0.0705 1.7648 -0.8 -0.8 -1.9
O 0.0463 -7.5020 2.9416 0.9 -0.3 -0.4
C 4.7772 3.2920 5.2311 0.3 -0.8 0.2
C 7.0605 5.4826 9.9882 0.9 -0.8 1.7
C -3.3570 -0.5893 -5.7385 0.5 1.5 2.2
C -0.7696 1.9530 0.5534 -0.2 1.4 1.0
C -3.9243 -1.2749 3.3229 -1.9 2.4 1.9
C 1.8234 -0.0359 -8.2021 0.0 0.5 -0.1
C 7.2116 6.8554 9.4062 -0.3 0.5 -0.1
C 1.8283 0.4677 -9.6232 0.3 0.8 -0.3
C -3.8350 0.2455 2.6386 1.5 -1.0 0.0
C 3.6834 1.0138 -0.4020 1.2 -0.7 0.2
C 1.6012 -5.9682 3.8100 0.1 0.1 0.5
C -7.4901 -2.6629 -0.4885 0.1 -0.9 -0.3
C -3.7663 -2.0267 -5.6277 0.2 -0.5 -0.1
C -2.3601 0.3141 1.8963 -0.3 0.2 0.1
C 0.9940 0.4400 -4.5292 -0.9 0.5 -0.6
C 4.7067 3.3090 3.7266 0.1 -0.7 -0.6
C -3.7313 -2.4776 -7.0660 0.1 -0.9 -0.3
C 2.3186 1.9272 -0.2342 1.0 1.2 1.3
C 1.3496 -7.1027 2.8635 1.3 -0.7 -1.5
C -7.8041 -1.3954 -1.2394 -0.2 -0.1 -0.7
C -0.6491 -6.6546 3.8549 -0.8 0.3 0.2
C -0.3095 -0.5379 -4.3625 1.1 -1.2 0.4
C -2.9795 -3.3172 2.3611 2.3 -2.4 2.6
C -2.3279 1.4377 0.6763 0.1 -0.1 0.8
C 4.6251 4.7822 3.4163 -0.1 -0.4 -0.4
C 0.8173 -1.1450 -8.2649 -0.8 -1.2 2.0
C 3.9413 5.3231 4.6354 -0.7 2.0 0.0
C 0.4172 -6.0623 4.7387 -0.1 0.4 0.8
C 6.2070 6.8349 8.2821 -0.3 0.8 -0.4
C -7.1158 -0.7745 0.8390 0.4 1.3 1.6
C 1.4704 -0.7650 -10.4114 0.2 0.0 -0.7
C -7.5251 -2.2120 0.9498 0.2 -0.5 -0.1
C 6.1754 5.3797 7.8943 -0.5 -0.1 -0.7
C -2.4292 -3.8358 0.8747 -1.2 -0.4 0.0
C -4.0453 -1.2101 -7.8169 -0.1 0.0 -0.6
C 1.0614 1.7025 -3.4875 0.2 1.0 -0.9
H -8.8815 -1.2284 -1.3409 0.1 0.0 0.0
H 5.6166 5.2358 3.3318 -0.1 0.1 0.0
H -8.1853 -3.4772 -0.7089 0.1 0.1 -0.1
H -4.7413 0.4681 1.9303 2.0 -0.5 1.5
H 0.1286 -5.1039 5.1783 -0.1 -0.2 -0.1
H 2.7258 -0.1748 -5.3269 -1.1 -0.3 2.2
H -5.1228 -1.0432 -7.9185 0.0 0.0 0.0
H 0.3775 -0.2187 2.3170 1.0 -0.5 -1.6
H 3.7877 2.8120 3.3926 0.2 0.0 0.0
H 2.7937 -0.4495 -7.9135 -0.1 0.0 0.1
H 0.0264 -1.4245 -3.6381 -0.7 2.0 -1.4
H 5.5535 2.8077 3.2503 -0.2 0.0 0.1
H -2.7200 -2.8181 -7.3195 -0.2 0.1 0.0
H 3.4721 -0.0228 -0.9548 0.5 2.6 1.3
H -3.0565 2.3265 0.9895 1.6 -1.7 -0.5
H -6.8201 -2.7765 1.5645 -0.2 0.3 0.2
H 5.2242 7.1389 8.6624 0.1 -0.1 -0.1
H -3.0613 -2.5912 -5.0130 -0.2 0.3 0.2
H 4.0347 4.9707 2.5167 0.2 0.3 0.2
H -7.3487 -1.3869 -2.2339 -0.1 0.3 0.2
H -3.7926 1.0442 3.5214 -0.4 -1.8 -1.8
H 5.2042 5.0878 7.4841 0.3 -0.1 0.2
H -1.8046 -3.0280 0.3036 -1.3 -1.3 1.3
H 2.3476 -1.3762 -10.6483 -0.1 0.0 0.0
H -4.7751 -2.0799 -5.2090 0.1 0.0 0.1
H 0.6470 -6.7548 5.5577 -0.1 0.1 -0.1
H 8.2336 6.9764 9.0365 0.0 0.0 0.2
H 6.4665 7.4963 7.4512 -0.1 -0.1 0.1
H 0.9246 2.6920 -4.1381 0.3 -1.9 1.4
H 0.9491 -0.5179 -11.3409 0.0 -0.3 0.2
H 1.5097 0.7418 -7.5019 0.2 -0.4 0.1
H -4.9350 -1.2526 3.9583 2.2 -0.3 -1.3
H -1.9952 -0.7616 1.5315 -1.0 2.4 0.5
H -3.5899 -1.2016 -8.8114 0.0 0.2 0.2
H -8.5339 -2.2652 1.3685 0.1 0.0 0.1
H -4.4266 -3.2920 -7.2864 0.1 0.1 -0.1
H -1.2614 -0.0335 -3.9067 2.4 -0.9 -1.0
H 1.5505 -0.4588 -1.8891 0.8 0.0 0.5
H -1.5889 0.6187 2.7525 -1.5 -0.5 -1.9
H 2.1611 1.7477 -3.0328 -2.3 -0.2 -1.0
H -3.0341 -1.4060 4.0698 -1.6 -0.2 -1.7
H 1.0464 1.2269 -9.7465 0.1 -0.1 0.0
H -1.3723 -7.2435 4.4266 0.1 -0.1 -0.3
H -3.3649 -4.1351 0.1966 1.9 0.9 1.5
H -0.7361 3.0700 0.1375 0.0 -2.3 0.8
H -1.8023 -4.8250 0.9931 -1.2 2.2 0.1
H 5.8019 3.4041 5.6006 0.0 0.0 0.0
H 4.3476 2.3771 5.6494 0.0 0.3 0.1
H 0.9507 0.8716 -5.6364 0.0 -0.6 2.4
H -1.1865 -5.8909 3.2829 0.1 -0.1 0.2
H 6.9571 5.1252 7.1709 0.0 0.0 0.0
H 2.7802 0.9115 -9.9269 -0.1 -0.1 0.0
H 2.5434 -6.1036 4.3462 0.0 0.1 -0.4
H -0.5121 -1.0682 -5.4098 0.3 1.4 2.4
H 6.9726 7.6249 10.1439 0.4 -0.2 0.0
H -0.2989 1.9860 1.6435 -1.1 0.2 -2.1
H 1.6052 -5.0292 3.2496 0.1 -0.1 0.0
H -2.7651 1.0247 -0.3423 1.1 0.6 2.2
H -6.4787 -3.0034 -0.7420 -0.2 0.1 0.0
```
Positions in Å, forces in eV/Å.

The value obtained for the HOMO energy is -5.20 eV. The net charge is -1. The value obtained for the largest force on an atom is 7.97 eV Å⁻¹.

Atom charges from the Löwdin analysis, given in e for atoms 1 to 8: 1.636, 0.185, -0.152, -0.080, -0.563, -0.110, -0.089, -0.435

***

Record 2
Here is a molecular structure, C36H59N2OPSn at a distorted geometry from the OMol25 dataset. Energies are from ωB97M-V/def2-TZVPD.

Geometry as XYZ:
```
100
Properties=species:S:1:pos:R:3:forces:R:3
Sn 0.2395 -0.1097 -0.1759 -0.3 -0.4 0.2
P 2.8961 0.3127 -1.5937 1.1 0.3 -0.6
O -0.1962 -2.5907 -0.6468 0.2 0.8 0.2
N 0.5978 -0.0749 2.2766 -1.2 -0.2 -0.7
N -2.0006 0.1751 1.2036 1.1 -0.2 1.2
C -0.4571 0.0157 3.0043 1.4 -0.2 -0.1
C 2.8214 -0.7474 3.1064 0.0 -0.1 0.0
C 1.8546 0.2352 2.8518 1.1 0.4 0.6
C -4.3360 -0.5920 1.1510 0.4 0.1 -0.1
C -5.6165 -0.3760 0.6641 0.0 0.2 0.0
C -2.8951 3.6643 -0.7351 0.1 -0.2 0.1
C -0.0505 -4.8901 -1.2571 -0.1 0.2 0.1
C -1.1068 -3.3502 0.1660 -0.5 -0.3 0.5
C 4.3106 0.9750 3.9304 -0.1 0.1 0.0
C -4.1133 -1.8214 2.0030 -0.2 -0.1 0.1
C 1.2838 -2.8022 3.1921 0.2 0.0 -0.1
C 4.6102 -0.3415 -1.3301 -0.4 -0.1 0.2
C -2.4885 2.1896 -0.7806 0.3 0.0 -0.1
C -3.5668 1.2698 -0.2514 0.3 -0.1 0.4
C 1.9406 2.9710 -1.5058 0.0 -0.1 0.0
C 2.6486 -2.2250 2.8235 -0.1 0.0 -0.1
C 5.6908 0.1639 -2.2785 -0.2 0.0 0.0
C 0.5190 -3.4981 -1.5186 0.5 -0.2 -0.5
C 1.1031 2.6827 2.8723 0.0 0.1 -0.1
C -4.5848 -3.0667 1.2382 0.2 0.1 0.1
C 3.3454 1.9317 3.6828 0.1 -0.1 0.0
C -2.1515 1.7728 -2.2161 0.3 -0.1 0.2
C 2.6351 -0.0616 -3.3944 -0.3 -0.1 0.4
C 2.9842 -2.5073 1.3585 0.0 0.0 0.2
C 4.0396 -0.3492 3.6458 -0.2 0.1 0.0
C 0.4247 3.0966 4.1816 -0.1 0.0 -0.3
C -4.8663 -1.7124 3.3340 0.3 -0.1 -0.1
C 3.2158 2.1415 -1.5912 -0.3 -0.3 0.2
C 1.7448 3.9040 2.2085 -0.1 -0.2 0.0
C -0.5616 -4.7676 0.1769 0.0 0.2 -0.1
C -4.8633 1.4346 -0.7047 0.0 -0.1 0.1
C -3.2971 0.2691 0.7155 -1.4 0.1 -0.6
C 1.1706 0.0146 -3.8108 0.0 0.0 0.0
C -1.7902 0.0241 2.4660 -1.2 0.2 -1.0
C 2.1136 1.5889 3.1429 -0.2 -0.2 -0.2
C -5.8925 0.6399 -0.2298 0.2 -0.1 0.0
H 3.2309 0.6247 -4.0002 0.1 -0.1 0.1
H 1.3786 2.7286 -0.5963 -0.1 0.1 0.0
H 1.1749 3.3996 4.9063 0.1 0.0 0.1
H -0.3715 0.1401 4.0823 0.2 0.0 0.0
H 3.5481 2.9648 3.9121 0.0 0.2 0.0
H 0.5422 -2.5537 2.4333 -0.1 -0.1 0.0
H -5.0874 2.2093 -1.4185 0.0 0.1 -0.1
H 0.3392 2.3013 2.1740 0.1 0.1 0.2
H 2.1874 4.0300 -1.4766 -0.1 0.1 0.1
H 0.3751 -3.1753 -2.5510 0.0 0.0 0.1
H 4.7800 -1.1026 3.8639 0.1 -0.1 0.0
H -3.0374 1.8289 -2.8428 -0.1 0.0 -0.1
H 2.4496 3.6064 1.4352 0.1 0.0 -0.1
H 4.5353 -1.4309 -1.4042 0.0 0.0 0.1
H -2.0998 -3.3169 -0.2901 0.1 0.0 0.0
H -4.1677 -3.9643 1.6869 0.0 -0.1 0.1
H 3.8457 2.3493 -0.7211 0.1 0.0 -0.1
H 2.2684 4.5154 2.9353 0.1 0.1 0.1
H 5.8345 1.2368 -2.1924 0.0 0.1 0.0
H 3.7761 2.4084 -2.4904 0.1 -0.1 0.1
H -3.0453 -1.9486 2.2208 -0.2 0.0 -0.1
H -4.2759 -3.0227 0.1958 0.0 -0.1 -0.1
H 0.2605 -4.8573 0.8865 0.0 0.0 0.1
H -1.7828 0.7370 -2.2462 -0.1 0.1 -0.1
H 1.5811 -3.4398 -1.2655 0.0 0.0 0.0
H 2.2615 -2.0102 0.6933 0.1 -0.1 0.0
H -0.1460 2.2783 4.6129 -0.1 -0.1 0.2
H -1.3970 2.4348 -2.6407 0.1 0.0 -0.1
H 3.0065 -1.0765 -3.5602 0.1 0.1 0.0
H 1.0661 -0.2710 -4.8548 -0.1 0.0 0.0
H -3.2107 3.9447 0.2663 -0.1 0.1 0.1
H -1.3264 -5.4991 0.4210 0.0 0.0 0.0
H -2.6069 0.0370 3.1843 -0.1 0.0 0.0
H 0.9467 -2.4250 4.1548 -0.1 0.0 0.1
H 1.2995 2.8038 -2.3693 -0.1 0.0 0.0
H -0.2476 3.9334 4.0141 -0.1 0.1 0.0
H 2.9661 -3.5790 1.1725 -0.1 -0.1 -0.2
H 0.9726 4.5212 1.7574 -0.1 0.1 0.0
H -3.7102 3.8697 -1.4223 -0.1 0.0 -0.1
H -5.6665 -3.1514 1.2672 -0.1 0.0 0.0
H -1.1504 -2.8851 1.1523 0.0 0.0 0.0
H -2.0555 4.2932 -1.0227 0.1 0.1 0.0
H 5.4666 -0.0815 -3.3123 0.0 0.0 -0.1
H 3.9785 -2.1373 1.1236 0.1 0.0 -0.1
H 0.6968 -5.6697 -1.3751 0.0 0.0 -0.1
H -5.9358 -1.6376 3.1590 -0.1 0.0 0.0
H 3.3919 -2.7444 3.4392 -0.1 0.1 -0.1
H -4.6831 -2.5968 3.9390 0.0 -0.1 0.1
H 1.3570 -3.8832 3.2591 -0.1 -0.2 0.0
H 4.8770 -0.0901 -0.3004 0.0 -0.1 0.1
H -6.4178 -1.0162 0.9932 -0.1 -0.1 0.0
H 5.2638 1.2591 4.3483 0.1 0.0 0.1
H -4.5610 -0.8357 3.9022 0.0 0.1 0.1
H -6.9030 0.8070 -0.5622 -0.2 0.0 -0.1
H -0.8800 -5.0916 -1.9346 0.0 0.0 0.0
H 0.7775 1.0246 -3.7047 -0.1 0.0 0.0
H -1.5780 2.0844 -0.1545 -0.3 0.1 -0.2
H 0.5567 -0.6678 -3.2098 0.0 0.0 -0.1
H 6.6310 -0.3174 -2.0237 0.1 0.0 0.0
```
Positions in Å, forces in eV/Å.

The value obtained for the HOMO energy is -13.74 eV. The net charge is +2. The value obtained for the largest force on an atom is 1.62 eV Å⁻¹.

Atom charges from the Löwdin analysis, given in e for atoms 1 to 8: 1.434, 0.867, -0.352, -0.023, 0.021, -0.086, -0.138, -0.183